# 1
# C19H19AlBr2CsF10NNaO11SV

A structure of composition C19H19AlBr2CsF10NNaO11SV at a distorted geometry (wB97M-V/def2-TZVPD, OMol25).

Properties
Relative energy (zero: lowest compared OMol25 entry of this formula, charge and spin) in eV: 10.376
Total charge: +2
HOMO level in eV: -10.6

```
67
Properties=species:S:1:pos:R:3:forces:R:3:lowdin_charge:R:1
C -3.8519 0.4104 -1.0284 0.0174 -0.4659 -0.0804 -0.021
C -2.7428 -0.6053 -1.6153 0.5463 2.6804 0.4144 -0.221
N -1.5807 -0.0457 -1.9999 -2.6104 -2.0398 -0.3240 -0.123
C -2.9672 -2.2226 -1.7051 2.6474 0.7628 0.7036 -0.190
C -1.8380 -2.9245 -0.7708 2.0250 -1.1913 -1.6906 -0.176
C -0.8077 -3.7977 -1.3279 -1.7016 2.5094 2.1595 -0.047
C 0.2910 -4.4162 -0.2841 0.7104 -4.1146 0.8536 -0.641
O 0.7957 -5.5893 -0.4114 1.2706 5.5075 -1.7368 -0.197
C 0.7309 -3.3757 0.8996 -2.8560 2.0172 -0.6309 -0.176
S 2.5281 -3.2808 1.4576 -0.0899 -2.9709 7.0237 0.858
O 3.1338 -4.6514 1.5733 -1.5401 3.9727 -1.9847 -0.264
O 2.5394 -2.5905 2.8216 -0.2749 -0.8844 -4.9941 -0.302
C 3.3784 -2.1590 0.2252 -0.2889 2.0001 -1.2537 -0.304
F 3.1463 -0.8060 0.4930 -0.1957 -6.5168 -1.0458 0.006
F 2.7315 -2.4386 -1.0879 0.8461 -0.0546 2.7817 -0.245
C 4.9810 -2.4322 0.0295 2.8197 0.3340 0.5560 -0.252
F 5.7589 -1.8751 1.0971 -2.8399 -2.1986 -3.5161 0.134
F 5.3956 -1.6644 -1.1841 0.4450 -2.1075 5.0155 -0.334
F 5.3264 -3.7807 -0.2290 -1.1970 4.2312 0.8374 0.124
C -0.2876 -2.5323 1.4585 2.1544 -1.7585 -1.4364 0.072
C -1.7866 -2.6978 0.8399 -2.1578 -0.1347 1.6926 -0.337
O -2.8450 -2.6182 1.5245 4.2256 0.4263 -3.1062 0.034
H -4.2629 0.0586 0.0024 0.6351 0.1817 -1.9781 0.128
H -4.6898 0.5097 -1.8220 1.1603 -0.3068 1.3756 0.112
H -3.4461 1.4709 -0.8566 -0.2532 -1.8611 -0.4597 0.043
H -0.9288 -0.7837 -2.3300 0.0991 0.9234 0.2100 0.083
H -4.0461 -2.5412 -1.4245 1.7793 0.9763 0.3173 -0.089
H -2.7083 -2.5032 -2.8066 -0.7211 0.3169 1.6818 0.076
H -0.7049 -4.0340 -2.4571 -0.4158 -0.0728 2.6635 0.037
H -0.0537 -1.7763 2.3019 -0.6332 -1.3849 -1.4686 0.158
Na -0.6014 -3.6881 -4.2745 0.4066 -0.2397 -0.9153 0.806
Br -1.4222 -5.5470 0.7066 -2.5732 -0.1501 1.0182 0.610
Cs 4.0792 -1.4914 -3.1167 -0.7493 0.8222 -3.5999 1.347
Br -1.3617 2.1237 -2.3872 0.1188 -3.3967 0.2484 0.937
C 4.5259 0.5949 3.3886 1.0443 -0.5429 1.8982 -0.022
C 3.7650 0.6973 4.6833 -1.0775 0.7116 -2.5979 -0.154
O 3.3762 2.0490 4.9374 -0.6705 0.2884 -0.1757 0.059
C 2.2704 2.4789 4.2865 0.3880 -1.8454 -0.2637 -0.342
O 1.6236 1.8006 3.5245 0.3043 1.0138 0.6653 0.159
C 1.9440 3.9177 4.6811 -0.2290 2.2735 0.5650 -0.503
F 3.0329 4.7163 4.6787 -0.3620 -0.8133 -0.1560 0.164
F 1.4204 3.9894 5.9252 0.2383 -0.5643 -0.5644 0.161
F 1.0473 4.4958 3.8546 0.4203 -0.8279 0.1590 0.151
H 5.3781 1.2809 3.3864 -0.1183 0.0503 -0.2091 0.108
H 4.8909 -0.4220 3.2317 -0.1187 0.0995 0.0285 0.089
H 3.8869 0.8761 2.5330 -0.6705 0.3978 -1.3727 0.076
H 4.4215 0.3889 5.5223 1.8893 0.0006 0.8625 0.140
H 2.8926 0.0327 4.6960 -0.0095 0.0386 0.3509 0.145
O 4.8226 -3.9856 -7.0165 1.5539 0.2297 -1.6660 -0.723
V 6.0015 -4.0246 -8.3009 1.2427 -0.2484 -1.2805 1.083
O 7.1746 -4.0635 -9.5801 -2.9505 0.1777 3.1850 -0.581
F 6.1413 0.7787 5.6989 -1.0666 -0.2711 -0.0512 -0.271
Al -5.3369 -3.3404 -2.7361 -0.9424 -0.6037 -0.3566 1.157
C -6.6766 4.4145 -2.5034 0.0926 -0.4760 -0.2463 -0.011
C -5.6901 4.4118 -1.3555 -1.4823 0.4075 -0.5261 -0.330
C -5.0328 5.7385 -1.1253 -0.5558 0.7313 0.1669 -0.079
O -3.7876 5.3622 -0.5458 0.8628 -1.4484 -0.3703 0.111
C -3.4986 4.1251 -1.0185 -0.2609 1.0027 0.1744 -0.519
O -2.4185 3.5830 -0.9015 -1.2191 1.5579 0.6560 -0.135
O -4.5725 3.5698 -1.6436 1.4630 -0.0612 0.5503 0.060
H -7.4698 5.1475 -2.3426 0.1033 -0.0740 0.0687 0.104
H -6.1770 4.6330 -3.4518 0.0108 0.1518 0.1698 0.097
H -7.1325 3.4264 -2.6122 -0.0773 0.1515 0.0836 0.086
H -6.1705 4.0385 -0.4447 0.1548 0.0459 -0.0040 0.168
H -5.6024 6.3734 -0.4443 0.2700 -0.0862 0.0293 0.157
H -4.8321 6.2938 -2.0469 -0.0620 -0.1330 0.0131 0.153
F 3.8479 0.9536 0.6867 1.0250 2.8531 0.8821 -0.404
```
Forces are in eV/Å.

***

# 2
# AlH2O

A structure of composition AlH2O at a distorted geometry (wB97M-V/def2-TZVPD, OMol25).

Properties
Relative energy (zero: lowest compared OMol25 entry of this formula, charge and spin) in eV: 1.708
Total charge: +3
HOMO level in eV: -30.4

```
4
Properties=species:S:1:pos:R:3:forces:R:3:lowdin_charge:R:1
Al -1.6436 -1.2305 1.4876 -0.1934 0.2112 -0.1429 2.236
O 0.3036 0.1817 -0.2941 -0.2401 -2.6784 1.8627 0.397
H 0.4561 0.1860 -1.2391 -0.5314 0.2161 -2.8171 0.187
H 0.8839 0.8628 0.0457 0.9649 2.2511 1.0973 0.181
```
Forces are in eV/Å.

***

# 3
# C5H6F3NO

The molecule C5H6F3NO at a distorted geometry (wB97M-V/def2-TZVPD, OMol25).

Properties
Relative energy (zero: lowest compared OMol25 entry of this formula, charge and spin) in eV: 3.544
Total charge: 0
HOMO level (alpha / beta) in eV: -9.6 / -8.1

```
16
Properties=species:S:1:pos:R:3:forces:R:3:lowdin_charge:R:1
C -1.7989 1.7960 0.4078 2.0275 -0.9699 -2.4978 -0.228
C -1.1273 1.0141 -0.8931 -2.9523 -1.7271 2.6097 -0.087
C 0.3532 -0.6582 0.1828 0.4907 0.9280 0.0876 -0.229
C 0.3189 -2.0642 0.5622 -1.9228 -0.7358 0.6749 -0.010
C 1.6620 0.0317 -0.0340 2.5211 0.6514 -1.0353 -0.501
N -1.4294 1.5235 1.5182 0.1585 -0.3740 1.8165 0.188
O -0.7408 -0.2698 -0.4598 -0.7067 0.3714 -1.3816 -0.044
F 2.7837 -0.7282 0.1529 -1.0977 -0.6797 0.4160 0.105
F 1.8907 0.4847 -1.3354 -1.2656 -0.0396 0.7052 0.086
F 1.9045 1.0942 0.7550 -0.8450 0.2803 -0.0203 0.132
H -2.3338 2.6299 0.0595 -1.2247 1.2400 -0.1513 0.087
H -1.9906 0.8522 -1.5604 0.6459 0.0404 0.0588 0.130
H -0.3968 1.6105 -1.3012 1.8780 1.2631 -0.8892 0.086
H -0.2257 -2.2936 1.5341 0.4940 0.4671 -1.1481 0.120
H 1.3036 -2.3870 0.6639 1.5930 -0.8773 0.2727 0.054
H -0.1732 -2.6358 -0.2525 0.2062 0.1617 0.4823 0.109
```
Forces are in eV/Å.

***

Q: total charge of number 2 (AlH2O)?
A: +3

***

Q: Number 1 is which compound?
A: C19H19AlBr2CsF10NNaO11SV

***

Q: Among the records above, which one has the lowest relative energy (zero: lowest compared OMol25 entry of this formula, charge and spin)?
A: AlH2O

***

Q: Which formula does entry 1 have?
A: C19H19AlBr2CsF10NNaO11SV